1.
8
Properties=species:S:1:pos:R:3 method="wB97M-V/def2-TZVPD" e_homo_ev="-8.31 / -8.30" smiles="FC#P=CC=S"
H 0.1590 1.1697 0.0079
F -4.7254 0.0112 0.0140
C -0.4494 -0.8517 -0.0108
H 0.5968 -1.1348 -0.0083
C -0.6772 0.4867 -0.0033
P -2.2566 1.3185 -0.0230
S -1.4863 -2.1611 -0.0110
C -3.4603 0.2401 0.0231

2.
13
Properties=species:S:1:pos:R:3 method="wB97M-V/def2-TZVPD" e_homo_ev=-6.93 smiles="C/C(N)=C/N"
N -1.6459 0.0038 -1.1911
H 1.3266 -1.6311 -0.1280
N 0.4049 -1.2848 -0.2671
H -1.8453 0.4796 -2.0348
C 1.0754 0.5258 1.3093
H -1.1073 1.7148 0.0340
C -0.9036 0.7455 -0.2694
H 1.9166 1.1121 0.8264
C 0.1026 -0.0325 0.2986
H 0.5853 1.1463 2.0502
H -1.4048 -1.0173 -1.2590
H 0.1015 -1.3878 -1.3235
H 1.3939 -0.3744 1.9544

3.
136
Properties=species:S:1:pos:R:3 method="wB97M-V/def2-TZVPD" e_homo_ev=-9.26 smiles=COCCOC.COCCOC.COCCOC.COCCOC.COCCOC.COCCOC.COCCOC.COCCOC.ClCCCl
C 2.3855 1.2463 5.6358
H -6.7075 -0.7370 0.8525
H -1.5603 5.4503 2.2108
H -1.7342 -6.0665 -3.1395
H -2.8559 2.5357 1.1705
H 1.1584 -0.4853 2.3154
O -4.2697 3.0946 2.5041
H -2.6398 -1.3344 1.1502
H -4.1344 2.4903 4.5944
H 1.3107 -1.9022 4.5938
Cl 2.9363 -2.7348 2.2183
H 0.4208 6.8321 2.6229
H -1.6723 4.6002 0.6228
H -6.2465 -1.1245 -2.7467
H -3.1717 -3.5159 -2.8722
H -3.3668 -4.1182 -1.1940
C -4.4475 1.0069 1.1495
H -3.7825 3.8351 -4.5030
C 6.8216 1.2435 2.2573
H 4.7778 -2.2838 -6.9900
H 0.8082 -0.8084 -4.6197
H -2.6896 0.4772 -4.2463
C -4.5681 3.0802 -4.5345
H 0.2499 7.6245 1.1006
H 2.6333 7.4384 2.0645
H 2.0585 0.7389 -1.6830
H 1.8580 -1.7719 -6.4928
H -4.3777 1.7898 -2.0831
Cl 0.0994 -3.6639 3.3985
H -6.3070 0.5635 -2.1851
C 5.2899 -0.0680 3.5960
O 3.6331 -0.5449 -1.2186
H -5.3071 3.3305 -5.2957
O 0.8398 -2.8780 -4.3094
H -0.5872 -0.4727 2.4261
H -2.8632 0.8904 -1.7064
H 0.8462 -0.3461 -0.3270
H -2.8963 -1.9127 -0.3857
H 4.9839 0.4537 5.6834
H -0.8604 -2.1682 -3.5081
H -5.0745 3.1113 -3.5698
O 2.5932 6.8413 0.0506
O 3.2808 1.0723 4.5587
C 2.5328 -1.5979 -5.6546
C 0.1491 -0.8277 0.3586
C 3.0762 0.8274 -1.3027
H -5.0705 1.6255 0.5036
H 0.2153 -3.0703 -2.3304
H -5.4950 -8.7607 -2.0594
C -4.5877 -9.0541 -1.5312
O 3.5173 -2.5561 -5.3817
C 4.9149 -0.6558 -0.6984
H 3.5362 -3.5398 -7.2254
H 5.9490 -0.9270 3.7222
H 2.9437 1.5613 6.5175
H 5.0076 3.7394 1.4178
H 6.0486 1.2702 1.4893
H 3.0024 -0.6182 -5.7420
H 3.6223 1.3740 -2.0715
C -3.0578 1.3691 -3.7392
C -2.8922 -7.6884 -2.4047
H 1.2032 -3.4217 5.4426
C 4.1867 -3.0555 -6.4970
H 7.5211 2.0793 2.2707
O 6.0817 1.1135 3.4733
C -4.8621 2.7563 3.8277
H 4.0641 -0.8881 5.1263
C -3.4954 2.0174 1.8850
H -4.0017 -9.8626 -1.9682
H -1.5741 -2.5854 0.6350
C 0.6146 6.7047 1.5578
H 2.0839 -1.3757 -3.5616
H 4.6493 -0.1912 2.7228
O -4.4271 -0.2837 -2.3632
C 1.3720 -2.9822 4.4596
H 1.5810 1.9520 5.4288
H 4.2092 8.0967 0.2223
H -2.2378 2.0531 -3.5202
H -2.0673 -6.0168 -1.4670
C 0.2497 -0.2185 1.7757
C 0.4765 1.9951 2.8014
C -1.2950 5.4741 1.1539
H -2.8521 1.4461 2.5543
O 0.1770 1.1897 1.6400
H 5.6250 0.0504 -1.1287
H -5.5091 1.8811 3.7678
C -3.6937 1.0037 -2.4031
O -5.1891 0.1509 2.0097
C 4.3539 0.1273 4.8560
H -4.8878 -9.3694 -0.5320
H 4.6337 6.3445 0.4069
H 3.4900 -2.9181 4.5524
O -3.8123 -7.8941 -1.3113
H 7.5100 0.4273 2.0381
H 4.8540 -3.8564 -6.1787
H 2.8302 0.9430 0.9033
C -5.7732 -0.9672 1.3645
C 2.7613 -3.3248 3.8511
C -0.1760 -3.0008 -3.3453
H -1.7027 6.3247 0.6077
H -3.8873 0.3870 0.4496
C -3.6835 -4.2333 -2.2306
H 4.9832 -0.4239 0.3644
H -5.1153 -1.5509 0.7206
H 1.9194 0.3065 5.9319
C -5.7777 -0.1435 -2.8239
H 2.5893 5.7773 1.7858
O -4.0206 1.7883 -4.7244
H 4.2582 6.9284 -1.1378
H 0.2618 3.0487 2.6225
H -0.1806 1.7520 3.6364
H 4.1913 2.2853 2.1524
H 2.9808 -4.3924 3.8390
H -5.4406 3.5852 4.2355
H -4.6596 -3.7516 -2.2886
H -1.9957 -8.2518 -2.1462
H 3.2606 3.7607 1.5453
H 1.5446 1.8043 2.9061
O 0.0736 5.4844 1.1632
C 2.9757 1.5927 0.0402
H -3.3165 -7.9433 -3.3759
H -5.9705 -1.6318 2.2057
C 3.9951 7.0746 -0.0902
O -3.6905 -5.5349 -2.7938
H -0.7611 -3.8880 -3.5876
C -2.5361 -6.2472 -2.4237
C 4.1229 3.1031 1.4350
H 5.2596 -1.6689 -0.9051
H 0.5230 -1.8461 0.2528
C 1.5152 -1.6221 -4.4583
O 4.0711 2.5176 0.1479
H 2.1032 2.2374 -0.0656
C -2.0708 -1.6797 0.2870
O -1.1475 -0.7602 -0.3152
C 2.1701 6.7073 1.4019
H -5.7940 0.2290 -3.8482

Listing energy relative to the best compared isomer or geometry (same formula, charge and spin) for the structures above in their given order: 3.864, 2.341, 0.000 eV.